DFT (ωB97M-V/def2-TZVPD) results for an isolated molecule of C5H12N2O2S.

XYZ file:
```
22
Properties=species:S:1:pos:R:3:nbo_charge:R:1
C -0.52 2.31 0.07 -0.432
N -0.18 1.29 1.10 -0.439
C -1.14 0.26 1.34 -0.227
C -1.78 -0.51 0.07 -0.263
N -0.98 -1.59 -0.52 -0.867
S 0.47 -0.99 -0.94 2.130
C 1.51 -2.35 -1.52 -0.849
O 0.40 0.09 -1.95 -0.964
O 1.43 -0.44 0.23 -0.839
C 1.22 0.86 1.22 0.127
H 0.04 1.98 -0.86 0.232
H -1.65 2.36 -0.06 0.209
H -0.14 3.20 0.39 0.192
H -2.00 0.56 1.85 0.196
H -0.50 -0.39 2.00 0.195
H -2.70 -0.95 0.37 0.209
H -1.96 0.36 -0.64 0.182
H 0.84 -3.17 -1.62 0.259
H 1.91 -2.26 -2.59 0.262
H 2.48 -2.54 -1.05 0.266
H 2.02 1.55 0.94 0.222
H 1.24 0.36 2.16 0.198
```

Output
SMILES = CN1CCN=[S@@](C)(=O)OC1
total charge = 0
highest occupied orbital energy = -8.280 eV
energy relative to the best compared isomer or geometry (same formula, charge and spin) = 349.1 kJ/mol
Kohn-Sham gap = 0.3314 hartree

DFT (ωB97M-V/def2-TZVPD) results for a cluster of 11 separate species, C81H175N9O11 in total.

XYZ file:
```
276
Properties=species:S:1:pos:R:3:mulliken_charge:R:1
C 0.49 7.04 1.29 -2.073
C 1.57 5.98 1.05 2.299
C 1.72 5.12 2.33 -1.372
C 1.14 5.12 -0.19 -0.966
C 2.31 4.31 -0.80 2.453
C 3.45 5.24 -1.14 -1.172
C 3.94 6.07 0.05 1.423
C 4.82 5.18 0.95 -1.341
C 4.85 7.20 -0.51 -2.041
N 2.83 6.66 0.74 0.550
O 3.32 7.58 1.70 -0.492
H -0.53 6.67 1.19 0.024
H 0.61 7.44 2.30 0.467
H 0.67 7.86 0.59 0.478
H 0.77 4.97 2.86 0.371
H 2.15 4.13 2.14 -0.223
H 2.39 5.63 3.03 0.407
H 0.40 4.39 0.17 -0.219
H 0.63 5.76 -0.92 0.505
H 2.59 3.56 -0.04 -1.007
H 2.03 3.76 -1.71 -0.579
H 3.12 5.93 -1.95 0.456
H 4.33 4.71 -1.55 -0.239
H 4.29 4.32 1.34 -0.280
H 5.14 5.78 1.81 0.576
H 5.71 4.85 0.42 0.508
H 5.55 6.71 -1.20 0.380
H 5.40 7.68 0.29 0.457
H 4.32 7.96 -1.10 0.410
H 3.11 8.43 1.28 0.336
C 2.49 -5.16 0.85 -1.599
C 1.30 -4.66 0.00 1.798
C 0.88 -3.26 0.42 -0.428
C 1.58 -4.52 -1.56 -0.211
C 1.73 -5.81 -2.32 -0.999
C 0.45 -6.59 -2.13 -1.170
C 0.02 -6.83 -0.66 1.603
C -1.50 -7.10 -0.69 -1.793
C 0.74 -8.05 -0.14 -1.909
N 0.18 -5.61 0.17 0.979
O -0.12 -5.78 1.53 -0.336
H 2.58 -6.24 0.73 0.297
H 3.42 -4.71 0.50 0.256
H 2.37 -4.90 1.91 0.377
H 1.64 -2.54 0.08 -0.586
H -0.05 -2.97 -0.08 -0.423
H 0.77 -3.15 1.50 0.294
H 0.76 -3.95 -2.03 -0.139
H 2.49 -3.92 -1.67 0.163
H 1.96 -5.62 -3.38 0.449
H 2.57 -6.38 -1.91 0.335
H 0.58 -7.58 -2.57 0.508
H -0.38 -6.12 -2.67 0.184
H -2.02 -6.15 -0.87 0.252
H -1.87 -7.47 0.27 0.371
H -1.81 -7.80 -1.48 0.376
H 0.49 -8.89 -0.79 0.486
H 0.35 -8.35 0.85 0.373
H 1.82 -7.99 -0.09 0.346
H 0.56 -6.36 1.94 0.296
C -3.25 -3.56 4.47 -1.929
C -4.23 -3.99 5.61 1.847
C -5.64 -3.59 5.12 -2.202
C -4.23 -5.55 5.69 -1.203
C -3.06 -6.16 6.47 -0.518
C -2.92 -5.51 7.85 -1.289
C -2.89 -3.95 7.89 1.597
C -3.35 -3.53 9.33 -1.938
C -1.44 -3.38 7.74 -1.595
N -3.96 -3.43 6.98 0.281
O -3.97 -2.02 6.97 -0.505
H -2.25 -3.89 4.73 0.177
H -3.49 -4.01 3.50 0.640
H -3.26 -2.47 4.37 0.532
H -6.44 -4.02 5.73 0.475
H -5.73 -2.50 5.13 0.443
H -5.77 -3.93 4.09 0.356
H -5.17 -5.87 6.16 0.383
H -4.20 -5.96 4.68 0.386
H -3.22 -7.25 6.57 0.413
H -2.10 -6.05 5.95 0.246
H -1.91 -5.81 8.18 0.328
H -3.60 -5.92 8.62 0.420
H -4.30 -4.03 9.58 0.471
H -3.50 -2.45 9.47 0.334
H -2.62 -3.88 10.07 0.401
H -1.44 -2.32 7.99 0.431
H -1.11 -3.46 6.70 0.227
H -0.73 -3.88 8.40 0.486
H -4.91 -1.81 7.03 0.377
C -5.11 3.71 0.07 -2.221
C -5.35 4.92 0.99 1.852
C -6.87 5.07 1.33 -1.649
C -4.48 4.56 2.22 -0.563
C -4.16 5.77 3.09 -1.033
C -3.60 6.92 2.28 -0.192
C -4.40 7.32 1.07 1.740
C -5.58 8.11 1.58 -1.624
C -3.50 8.21 0.23 -1.863
N -4.75 6.09 0.30 0.355
O -5.23 6.27 -1.01 -0.472
H -4.06 3.59 -0.20 0.327
H -5.46 2.79 0.57 0.472
H -5.68 3.80 -0.85 0.531
H -7.04 5.24 2.40 0.316
H -7.37 5.86 0.77 0.218
H -7.40 4.14 1.10 0.488
H -5.03 3.85 2.85 0.554
H -3.57 4.05 1.88 -0.376
H -5.03 6.07 3.68 0.329
H -3.40 5.45 3.81 0.496
H -2.59 6.67 1.94 -0.792
H -3.53 7.81 2.92 0.490
H -5.38 9.18 1.63 0.475
H -5.96 7.78 2.55 0.311
H -6.41 7.99 0.87 0.214
H -2.66 7.69 -0.24 0.329
H -3.12 9.04 0.84 0.430
H -4.09 8.66 -0.57 0.424
H -6.02 6.84 -0.94 0.374
C 3.24 -2.97 6.37 -1.933
C 2.85 -1.66 5.64 1.862
C 2.63 -1.94 4.13 -1.394
C 1.57 -1.06 6.26 -1.103
C 1.38 0.43 5.90 0.724
C 2.66 1.38 6.05 -1.326
C 3.98 0.70 5.55 2.085
C 4.09 0.95 4.05 -1.818
C 5.11 1.42 6.34 -2.299
N 3.99 -0.73 5.85 0.291
O 5.25 -1.31 5.52 -0.443
H 3.83 -3.62 5.73 0.347
H 3.86 -2.76 7.25 0.444
H 2.36 -3.52 6.72 0.362
H 2.09 -2.87 3.89 0.716
H 2.13 -1.10 3.67 -0.382
H 3.63 -2.03 3.68 0.460
H 0.71 -1.70 6.01 0.066
H 1.70 -1.08 7.35 0.414
H 1.03 0.49 4.86 -1.047
H 0.56 0.80 6.52 0.677
H 2.77 1.70 7.09 0.391
H 2.53 2.29 5.46 0.396
H 4.93 0.38 3.65 0.439
H 4.27 2.01 3.86 0.595
H 3.19 0.66 3.50 -0.135
H 4.89 2.49 6.28 0.435
H 6.15 1.29 5.99 0.446
H 5.04 1.16 7.39 0.553
H 5.80 -1.06 6.28 0.368
C 2.24 3.53 -6.78 -1.945
C 2.16 2.61 -5.51 0.968
C 3.40 2.97 -4.65 -1.235
C 0.91 3.08 -4.71 0.050
C -0.44 2.66 -5.21 -1.275
C -0.40 1.15 -5.36 0.100
C 0.82 0.51 -6.10 1.932
C 0.92 -0.98 -5.67 -1.242
C 0.54 0.60 -7.62 -1.692
N 2.12 1.15 -5.67 1.099
O 3.31 0.63 -6.29 -0.622
H 1.35 3.52 -7.40 0.278
H 2.47 4.55 -6.47 0.458
H 3.07 3.19 -7.41 0.424
H 4.29 2.76 -5.27 0.458
H 3.42 4.05 -4.42 0.431
H 3.46 2.38 -3.74 -0.184
H 0.98 2.77 -3.65 -0.881
H 0.95 4.18 -4.69 0.642
H -1.21 2.98 -4.49 0.391
H -0.70 3.14 -6.16 0.472
H -1.28 0.84 -5.92 0.456
H -0.49 0.68 -4.38 -0.834
H 1.24 -1.13 -4.63 -0.299
H 1.61 -1.54 -6.33 0.861
H -0.06 -1.44 -5.80 -0.300
H -0.42 0.12 -7.83 0.246
H 1.32 0.06 -8.18 0.392
H 0.52 1.63 -7.95 0.250
H 3.31 -0.30 -6.01 0.416
C 6.92 2.65 -2.85 -1.937
C 6.46 1.44 -1.98 1.591
C 7.74 0.54 -1.78 -1.754
C 6.02 2.11 -0.63 -0.540
C 5.05 1.38 0.30 0.079
C 3.93 0.81 -0.55 -0.100
C 4.43 -0.05 -1.76 1.379
C 5.09 -1.31 -1.14 -1.496
C 3.14 -0.47 -2.55 -0.614
N 5.31 0.76 -2.63 1.276
O 5.74 0.04 -3.79 -0.670
H 7.66 3.23 -2.28 0.424
H 7.43 2.37 -3.78 0.401
H 6.06 3.29 -3.08 0.215
H 8.00 0.05 -2.72 0.349
H 8.58 1.18 -1.48 0.478
H 7.67 -0.25 -1.02 0.315
H 6.95 2.26 -0.06 0.503
H 5.63 3.10 -0.86 -0.771
H 5.57 0.61 0.88 0.523
H 4.65 2.08 1.04 -0.284
H 3.34 1.65 -0.93 -0.687
H 3.26 0.18 0.04 0.109
H 4.34 -1.62 -0.38 0.240
H 6.00 -1.13 -0.58 0.222
H 5.19 -2.16 -1.81 0.266
H 3.34 -0.97 -3.50 0.900
H 2.58 0.44 -2.78 -0.423
H 2.48 -1.10 -1.94 -0.248
H 5.36 0.56 -4.51 0.352
C -5.09 -5.25 -8.18 -1.751
C -3.83 -4.53 -7.63 1.396
C -2.54 -5.15 -8.21 -1.733
C -3.93 -3.04 -8.15 -1.423
C -2.99 -2.09 -7.38 -0.352
C -3.11 -2.27 -5.86 -0.534
C -2.90 -3.67 -5.36 2.590
C -1.43 -4.01 -5.42 -1.606
C -3.36 -3.68 -3.88 -2.258
N -3.82 -4.58 -6.13 0.234
O -3.83 -5.91 -5.60 -0.503
H -4.99 -5.48 -9.25 0.362
H -5.23 -6.21 -7.68 0.385
H -6.00 -4.66 -8.03 0.390
H -2.68 -5.26 -9.29 0.484
H -1.66 -4.51 -8.09 0.382
H -2.29 -6.14 -7.81 0.301
H -3.57 -3.06 -9.19 0.398
H -4.98 -2.73 -8.17 0.390
H -1.94 -2.26 -7.68 0.069
H -3.20 -1.05 -7.68 0.586
H -4.13 -1.97 -5.58 0.658
H -2.41 -1.59 -5.35 -0.726
H -0.90 -3.69 -6.32 0.094
H -1.36 -5.11 -5.38 0.474
H -0.88 -3.60 -4.56 0.177
H -2.90 -2.86 -3.31 0.189
H -3.03 -4.63 -3.44 0.618
H -4.45 -3.59 -3.84 0.419
H -4.43 -5.83 -4.84 0.372
C -1.60 -1.38 2.55 -2.532
C -1.52 -0.14 1.70 2.427
C -2.65 0.89 1.99 -1.010
C -0.07 0.44 1.96 -1.121
C 0.39 1.47 0.95 0.181
C 0.34 0.95 -0.46 0.241
C -1.05 0.34 -0.76 3.299
C -1.92 1.63 -1.02 -0.821
C -0.94 -0.56 -2.02 -0.755
N -1.53 -0.57 0.31 0.998
O -2.68 -1.23 -0.11 -0.140
H -2.53 -1.92 2.52 0.715
H -0.80 -2.03 2.20 -0.527
H -1.37 -1.15 3.60 0.802
H -2.88 0.97 3.06 0.466
H -2.32 1.89 1.67 -0.294
H -3.59 0.67 1.47 0.137
H -0.13 0.96 2.93 0.732
H 0.67 -0.36 2.04 -0.479
H -0.27 2.35 1.02 -0.441
H 1.40 1.83 1.19 -0.121
H 1.12 0.20 -0.61 -0.916
H 0.50 1.76 -1.18 -0.388
H -1.94 1.91 -2.08 -0.007
H -1.56 2.52 -0.48 -0.195
H -2.96 1.50 -0.71 0.332
H -1.84 -0.45 -2.63 0.515
H -0.81 -1.61 -1.78 -0.550
H -0.09 -0.23 -2.63 -0.951
H -3.44 -0.60 -0.04 0.236
O -5.49 -0.37 -0.70 -0.599
H -5.97 -0.68 0.08 0.326
H -5.26 -1.19 -1.19 0.274
O -2.49 -3.85 0.88 -0.886
H -1.60 -4.25 0.82 0.495
H -2.36 -2.90 0.94 0.107
```

Output
SMILES = CC1(C)CCCC(C)(C)N1O.CC1(C)CCCC(C)(C)N1O.CC1(C)CCCC(C)(C)N1O.CC1(C)CCCC(C)(C)N1O.CC1(C)CCCC(C)(C)N1O.CC1(C)CCCC(C)(C)N1O.CC1(C)CCCC(C)(C)N1O.CC1(C)CCCC(C)(C)N1O.CC1(C)CCCC(C)(C)N1O.O.O
total charge = 0
highest occupied orbital energy = -8.071 eV
energy relative to the best compared isomer or geometry (same formula, charge and spin) = 0.0 kJ/mol
Kohn-Sham gap = 0.3080 hartree

DFT (ωB97M-V/def2-TZVPD) results for an isolated molecule of C4H10N2O.

XYZ file:
```
17
Properties=species:S:1:pos:R:3:nbo_charge:R:1
C -0.65 -1.76 -1.12 -0.600
C 0.65 -1.57 -0.08 -0.494
C 0.31 -0.54 1.03 0.683
O 0.70 -0.68 2.18 -0.599
N -0.64 0.45 0.77 -0.659
C -0.32 1.47 -0.23 -0.036
N 0.74 2.45 0.26 -0.895
H -1.69 -1.90 -0.57 0.222
H -0.29 -2.67 -1.56 0.208
H -0.64 -1.01 -1.84 0.199
H 1.48 -1.22 -0.67 0.227
H 0.84 -2.47 0.51 0.239
H -1.05 0.79 1.64 0.397
H -1.12 2.06 -0.45 0.179
H 0.01 1.04 -1.17 0.178
H 1.29 2.22 1.13 0.391
H 0.39 3.34 0.14 0.361
```

Output
SMILES = CCC(=O)NCN
total charge = 0
highest occupied orbital energy = -9.100 eV
energy relative to the best compared isomer or geometry (same formula, charge and spin) = 204.9 kJ/mol
Kohn-Sham gap = 0.3705 hartree

DFT (ωB97M-V/def2-TZVPD) results for a cluster of 2 separate species, C6H17BO6S in total.

XYZ file:
```
31
Properties=species:S:1:pos:R:3:nbo_charge:R:1
C 1.24 -0.25 0.01 -0.660
C 1.97 -1.74 -0.16 -0.085
O 2.83 -1.73 -1.35 -0.736
B 4.27 -1.76 -1.02 1.352
O 4.89 -2.70 -0.04 -0.932
O 5.22 -0.82 -1.71 -0.891
S 5.35 0.57 -0.67 1.622
O 3.98 1.29 -0.68 -0.872
O 6.43 1.73 -1.38 -0.868
H 1.34 0.26 -1.07 0.242
H 1.85 0.39 0.80 0.216
H 0.12 -0.32 0.36 0.229
H 1.08 -2.50 -0.39 0.185
H 2.50 -2.10 0.81 0.192
H 5.33 -2.12 0.68 0.496
H 6.28 2.58 -0.83 0.508
C -3.57 -1.24 0.19 -0.645
C -3.07 -0.26 1.23 -0.064
O -2.45 0.90 0.68 -0.541
C -3.26 1.72 -0.16 -0.064
C -4.49 2.28 0.54 -0.645
H -2.76 -1.54 -0.48 0.213
H -3.98 -2.13 0.66 0.216
H -4.36 -0.80 -0.44 0.204
H -2.31 -0.76 1.85 0.186
H -3.88 0.03 1.92 0.162
H -3.54 1.17 -1.06 0.161
H -2.63 2.55 -0.49 0.190
H -5.17 1.49 0.86 0.202
H -5.04 2.95 -0.13 0.216
H -4.19 2.85 1.44 0.213
```

Output
total charge = 0
highest occupied orbital energy = -9.771 eV
Kohn-Sham gap = 0.3540 hartree